one | Formula: C4H15N2O
Source: OMol25
Level of theory: ωB97M-V/def2-TZVPD

## Properties
Kohn-Sham gap = 10.89 eV
E_LUMO = -3.1097 eV

```
! wB97M-V def2-TZVPD RIJCOSX def2/J DEFGRID3
* xyz 1 1
C 0.33 1.50 -0.65
N 1.37 0.87 0.20
C -0.83 0.56 -0.97
N -1.02 -0.22 0.29
C -1.83 0.56 1.31
C -0.64 -0.29 -2.22
H -0.03 2.46 -0.22
H 0.79 1.80 -1.56
H 1.60 1.32 1.08
H 2.21 0.95 -0.39
H -1.74 1.15 -0.98
H -1.57 -1.08 0.27
H -0.08 -0.51 0.57
H -1.21 1.24 1.91
H -2.70 1.11 0.96
H -2.02 -0.15 2.12
H -0.84 0.15 -3.22
H 0.35 -0.77 -2.07
H -1.49 -1.01 -2.25
H 2.87 -2.73 1.38
H 3.10 -3.92 2.25
O 3.37 -2.99 2.18
*
```

***

two | Formula: C4H15N2O
Source: OMol25
Level of theory: ωB97M-V/def2-TZVPD

## Properties
Kohn-Sham gap = 11.41 eV
E_LUMO = -2.8349 eV

```
! wB97M-V def2-TZVPD RIJCOSX def2/J DEFGRID3
* xyz 1 1
C -1.40 1.02 0.51
N -0.24 1.69 1.22
C -0.86 -0.04 -0.50
N 0.45 -0.54 -0.06
C 1.29 -1.19 -1.13
C -1.93 -1.12 -0.53
H -2.13 1.76 0.19
H -1.93 0.49 1.31
H 0.03 2.55 0.75
H -0.62 2.04 2.09
H -0.88 0.46 -1.47
H 0.40 -1.19 0.73
H 1.05 0.23 0.27
H 2.32 -0.89 -1.01
H 0.93 -0.92 -2.14
H 1.05 -2.25 -1.20
H -2.66 -0.95 -1.32
H -2.50 -1.39 0.34
H -1.59 -2.16 -0.76
H 2.75 1.55 1.12
H 3.44 0.04 1.01
O 3.04 0.81 0.58
*
```

***

Tell me which of them is the least stable. Sure, it is one.

***

one | Formula: C4H15N2O
Source: OMol25
Level of theory: ωB97M-V/def2-TZVPD

## Properties
Kohn-Sham gap = 8.78 eV
E_LUMO = -3.1592 eV

```
! wB97M-V def2-TZVPD RIJCOSX def2/J DEFGRID3
* xyz 1 1
N 0.86 1.59 -0.46
C 0.69 0.07 -0.44
C 2.01 -0.63 0.16
C -0.47 -0.33 0.52
N -0.57 -1.75 0.52
C -0.80 -2.50 -0.75
H 0.05 2.11 -0.05
H 1.05 2.18 -1.27
H 1.72 1.71 0.16
H 0.33 -0.12 -1.47
H 2.14 -0.41 1.22
H 2.04 -1.73 -0.05
H 2.89 -0.23 -0.35
H -1.46 0.11 0.25
H -0.25 0.04 1.56
H -0.37 -2.28 1.36
H -1.19 -3.47 -0.46
H 0.16 -2.48 -1.28
H -1.61 -1.96 -1.30
H -1.46 2.70 1.33
H -2.45 2.96 0.23
O -1.51 2.79 0.37
*
```

***

two | Formula: C4H15N2O
Source: OMol25
Level of theory: ωB97M-V/def2-TZVPD

## Properties
Kohn-Sham gap = 11.47 eV
E_LUMO = -2.8161 eV

```
! wB97M-V def2-TZVPD RIJCOSX def2/J DEFGRID3
* xyz 1 1
C 0.87 -0.06 -0.77
C -0.42 -0.70 -1.23
C -1.63 0.14 -0.62
C -2.31 -0.70 0.48
N -1.35 -0.83 1.63
N 0.79 0.43 0.66
H 0.95 0.91 -1.28
H 1.80 -0.57 -1.01
H -0.59 -0.67 -2.29
H -0.62 -1.70 -0.84
H -2.37 0.18 -1.43
H -1.44 1.16 -0.28
H -3.20 -0.16 0.77
H -2.54 -1.72 0.17
H -1.83 -0.74 2.52
H -1.02 -1.79 1.63
H 0.19 -0.22 1.22
H 1.72 0.40 1.08
H 0.24 1.28 0.64
H 4.95 1.70 0.00
H 3.79 2.18 -0.84
O 4.03 1.48 -0.21
*
```

***

Tell me which of them is the least stable. Sure, it is one.

***

one | Formula: C4H15N2O
Source: OMol25
Level of theory: ωB97M-V/def2-TZVPD

## Properties
Kohn-Sham gap = 4.84 eV
E_LUMO = -8.9173 eV

```
! wB97M-V def2-TZVPD RIJCOSX def2/J DEFGRID3
* xyz 1 1
N -1.49 -1.88 -0.20
C -0.72 -1.61 1.01
C -0.48 -0.10 1.21
N 0.28 0.32 0.05
C 0.48 1.73 -0.02
C 1.56 2.10 -1.02
H -0.89 -1.72 -1.00
H -3.48 -1.09 -2.80
H -1.64 -2.87 -0.18
H -1.25 -2.00 1.87
H 0.28 -2.05 0.95
H 0.16 -0.03 2.11
H -1.32 0.60 1.31
H 1.40 -0.13 0.35
H 0.62 2.17 0.97
H -0.47 2.14 -0.42
H 2.53 1.65 -0.82
H 1.22 1.67 -1.96
H 1.65 3.17 -1.17
H -3.71 -1.11 -2.09
H 3.10 -0.47 0.79
O 2.17 -0.49 1.06
*
```

***

two | Formula: C4H15N2O
Source: OMol25
Level of theory: ωB97M-V/def2-TZVPD

## Properties
Kohn-Sham gap = 11.73 eV
E_LUMO = -2.7568 eV

```
! wB97M-V def2-TZVPD RIJCOSX def2/J DEFGRID3
* xyz 1 1
C -0.92 -1.02 1.61
C -0.48 0.44 1.81
C 0.03 1.16 0.53
C 1.37 0.58 0.06
N 1.13 -0.64 -0.73
N -0.96 -1.34 0.15
H -0.18 -1.64 2.08
H -1.91 -1.20 2.01
H 0.34 0.48 2.51
H -1.25 1.03 2.27
H -0.77 1.13 -0.23
H 0.05 2.19 0.86
H 1.93 0.21 0.93
H 1.87 1.40 -0.45
H 0.75 -0.36 -1.65
H 2.05 -1.02 -0.97
H 0.04 -1.19 -0.24
H -1.62 -0.74 -0.32
H -1.11 -2.35 -0.05
H -0.35 0.58 -4.05
H 0.16 1.62 -3.04
O -0.17 0.69 -3.11
*
```

***

Tell me which of them is the least stable. Sure, it is one.

***

one | Formula: C4H15N2O
Source: OMol25
Level of theory: ωB97M-V/def2-TZVPD

## Properties
Kohn-Sham gap = 10.12 eV
E_LUMO = -3.0608 eV

```
! wB97M-V def2-TZVPD RIJCOSX def2/J DEFGRID3
* xyz 1 1
N -1.76 -0.57 0.39
C -0.82 0.14 1.35
C -0.08 1.23 0.58
N 0.54 0.61 -0.58
C 1.97 0.36 -0.40
C 0.32 1.36 -1.84
H -2.63 -0.06 0.23
H -1.90 -1.50 0.77
H -1.16 -0.52 -0.46
H -0.17 -0.67 1.67
H -1.30 0.52 2.25
H 0.62 1.59 1.32
H -0.78 2.03 0.36
H 2.59 1.25 -0.29
H 2.32 -0.15 -1.29
H 2.10 -0.30 0.44
H -0.52 2.05 -1.76
H 0.05 0.66 -2.63
H 1.20 1.90 -2.18
H -0.40 -3.60 -0.03
H 0.34 -3.05 1.21
O -0.53 -3.29 0.87
*
```

***

two | Formula: C4H15N2O
Source: OMol25
Level of theory: ωB97M-V/def2-TZVPD

## Properties
Kohn-Sham gap = 6.22 eV
E_LUMO = -7.8964 eV

```
! wB97M-V def2-TZVPD RIJCOSX def2/J DEFGRID3
* xyz 1 1
N -0.01 -0.80 -1.44
C -0.54 -0.06 -0.31
C -1.94 -0.65 -0.20
C 0.32 -0.18 0.94
N -0.40 0.51 1.93
C 0.32 1.74 2.44
H -0.42 1.02 -0.57
H 0.69 -0.27 -1.94
H 0.47 -1.65 -1.21
H -1.03 2.18 0.55
H -1.87 -1.68 0.15
H -2.63 -0.17 0.50
H -2.34 -0.68 -1.20
H 1.29 0.28 0.78
H 0.46 -1.24 1.15
H -0.93 1.59 1.09
H 0.98 2.25 1.75
H 1.05 1.35 3.17
H -0.38 2.31 3.04
H 2.91 -2.30 -3.20
H 2.00 -1.37 -3.95
O 2.01 -2.20 -3.49
*
```

***

Tell me which of them is the least stable. Sure, it is two.

***

one | Formula: C4H10N3O2
Source: OMol25
Level of theory: ωB97M-V/def2-TZVPD

## Properties
SMILES = CN(N)C/[NH+]=C(/O)C=O
Kohn-Sham gap (alpha / beta) = 6.64 / 6.64 eV
E_LUMO (alpha / beta) = -5.4599 / -5.4596 eV

```
! wB97M-V def2-TZVPD RIJCOSX def2/J DEFGRID3
* xyz 1 1
C -1.74 -1.28 -0.69
N -0.47 -0.87 -0.09
N -0.42 -0.82 1.33
C 0.55 -0.20 -0.85
N 0.56 1.24 -0.52
C 1.43 1.88 0.26
O 1.24 3.14 0.40
C 2.52 1.23 1.06
O 3.39 1.83 1.54
H -2.55 -0.62 -0.30
H -1.65 -1.25 -1.88
H -1.92 -2.29 -0.27
H 0.30 -1.52 1.71
H -1.35 -1.11 1.83
H 0.49 -0.25 -1.92
H 1.55 -0.50 -0.69
H -0.14 1.89 -0.92
H 1.93 3.60 0.82
H 2.30 0.21 1.11
*
```

***

two | Formula: C4H10N3O2
Source: OMol25
Level of theory: ωB97M-V/def2-TZVPD

## Properties
Kohn-Sham gap = 11.04 eV
E_LUMO = -2.8641 eV

```
! wB97M-V def2-TZVPD RIJCOSX def2/J DEFGRID3
* xyz 1 1
C 3.32 -0.10 0.03
C -1.35 1.04 -0.72
C -1.19 1.01 0.87
C -1.20 -1.14 -0.16
N -1.62 -0.36 -1.02
N -1.03 -2.44 -0.27
N -0.52 -0.30 1.05
O 4.07 0.29 -0.95
O 2.12 -0.09 0.03
H 4.02 -0.50 0.81
H -2.02 1.80 -1.08
H -0.42 1.19 -1.32
H -0.58 1.90 1.21
H -2.07 0.96 1.36
H 3.56 0.71 -1.71
H -1.34 -3.06 0.45
H -0.99 -2.85 -1.22
H 0.50 -0.37 0.69
H -0.60 -0.61 1.95
*
```

***

Tell me which of them is the least stable. Sure, it is one.

***

one | Formula: C11H19B
Source: OMol25
Level of theory: ωB97M-V/def2-TZVPD

## Properties
SMILES = CB1[C@@H]2C[C@H]3C[C@@](C)(C[C@@H]2C)[C@@H]13
Kohn-Sham gap = 9.98 eV
E_LUMO = 0.7425 eV

```
! wB97M-V def2-TZVPD RIJCOSX def2/J DEFGRID3
* xyz 0 1
C 1.64 2.28 0.65
B 1.14 0.86 0.30
C 0.78 -0.23 1.44
C 1.44 -1.41 0.67
C 1.37 -1.28 -0.88
C -0.02 -1.78 -1.34
C -0.56 -0.34 -1.28
C -1.32 0.08 -2.49
C -1.38 -0.11 -0.05
C -0.80 -0.22 1.36
C -1.43 0.77 2.21
C 0.94 0.22 -1.19
H 2.55 2.28 1.15
H 1.10 2.73 1.44
H 1.55 3.00 -0.17
H 1.10 -0.24 2.40
H 2.44 -1.26 1.15
H 1.03 -2.31 1.06
H 2.32 -1.59 -1.44
H -0.13 -2.34 -2.23
H -0.57 -2.45 -0.54
H -0.92 -0.45 -3.42
H -1.33 1.16 -2.64
H -2.36 -0.20 -2.32
H -2.22 -0.77 -0.19
H -1.83 0.88 -0.30
H -1.15 -1.22 1.68
H -1.04 1.74 1.82
H -1.08 0.80 3.26
H -2.47 0.76 2.06
H 1.24 0.64 -2.15
*
```

***

two | Formula: C11H19B
Source: OMol25
Level of theory: ωB97M-V/def2-TZVPD

## Properties
Kohn-Sham gap = 5.74 eV
E_LUMO = -2.4169 eV

```
! wB97M-V def2-TZVPD RIJCOSX def2/J DEFGRID3
* xyz 0 1
C -2.72 0.44 0.48
C -1.66 -0.54 0.14
C -0.26 -0.44 0.37
C 0.52 -1.65 0.38
C -0.11 -3.01 0.29
C 1.92 -1.58 0.42
C 2.59 -0.37 0.52
C 4.08 -0.34 0.53
C 1.84 0.80 0.67
C 0.45 0.78 0.61
C -0.29 2.06 0.81
H -3.70 -0.11 0.53
H -2.56 0.97 1.43
H -2.86 1.19 -0.32
H -2.08 -1.51 -0.17
H 0.73 -3.70 0.15
H -0.64 -3.30 1.22
H -0.79 -3.10 -0.56
H 2.48 -2.52 0.34
H 4.41 0.69 0.67
H 4.51 -0.96 1.32
H 4.49 -0.71 -0.41
H 2.35 1.73 0.82
H 0.45 2.84 1.00
H -0.88 2.34 -0.07
H -0.93 2.03 1.70
H -1.86 0.77 -1.68
B -2.27 1.60 -2.56
H -1.42 1.66 -3.45
H -3.33 1.22 -3.04
H -2.47 2.72 -2.13
*
```

***

Tell me which of them is the least stable. Sure, it is two.

***

one | Formula: C2H7P
Source: OMol25
Level of theory: ωB97M-V/def2-TZVPD

## Properties
Kohn-Sham gap (alpha / beta) = 9.37 / 7.71 eV
E_LUMO (alpha / beta) = 0.0093 / -0.4484 eV

```
! wB97M-V def2-TZVPD RIJCOSX def2/J DEFGRID3
* xyz 0 1
C -0.15 -0.27 1.14
C -0.52 -0.15 -0.28
P 0.61 0.17 -1.61
H 0.71 0.36 1.39
H -0.98 -0.03 1.81
H 0.15 -1.31 1.33
H -1.13 2.13 -0.74
H -1.54 -0.39 -0.56
H 1.18 -1.11 -1.68
H 1.67 0.59 -0.80
*
```

***

two | Formula: C2H7P
Source: OMol25
Level of theory: ωB97M-V/def2-TZVPD

## Properties
SMILES = CPC
Kohn-Sham gap = 10.03 eV
E_LUMO = 1.1432 eV

```
! wB97M-V def2-TZVPD RIJCOSX def2/J DEFGRID3
* xyz 0 1
C -1.49 -0.07 0.18
P 0.33 -0.32 0.47
C 0.77 -1.65 -0.80
H -1.82 -0.65 -0.75
H -1.71 0.94 0.05
H -2.11 -0.37 1.00
H 0.31 -1.33 1.63
H 1.24 -1.10 -1.64
H -0.06 -2.33 -1.16
H 1.66 -2.21 -0.34
*
```

***

Tell me which of them is the least stable. Sure, it is one.

***

one | Formula: C3H4N2OS2
Source: OMol25
Level of theory: ωB97M-V/def2-TZVPD

## Properties
Kohn-Sham gap = 8.44 eV
E_LUMO = -0.4920 eV

```
! wB97M-V def2-TZVPD RIJCOSX def2/J DEFGRID3
* xyz 0 1
C 2.04 -0.05 -0.55
C 1.97 -1.28 0.07
C -0.31 -0.31 -0.22
N 1.00 0.61 -0.84
N -2.04 1.27 0.73
O -2.68 -1.03 0.00
S 0.37 -1.68 0.44
S -1.98 0.10 -0.55
H 2.86 0.54 -0.90
H 2.86 -1.79 0.34
H -1.22 1.82 0.84
H -2.87 1.79 0.65
*
```

***

two | Formula: C3H4N2OS2
Source: OMol25
Level of theory: ωB97M-V/def2-TZVPD

## Properties
Kohn-Sham gap = 7.60 eV
E_LUMO = -0.8925 eV

```
! wB97M-V def2-TZVPD RIJCOSX def2/J DEFGRID3
* xyz 0 1
C 0.03 -1.11 0.10
C -0.53 -0.79 1.22
C 0.22 0.13 -0.91
H 0.55 -2.38 -1.35
H -0.63 -1.45 2.24
H -1.89 0.85 1.44
H 1.96 2.32 -1.05
N -0.85 0.61 1.13
N -0.50 1.10 -0.21
O 0.18 -2.38 -0.32
S 0.18 2.82 -0.15
S 1.29 0.29 -2.16
*
```

***

Tell me which of them is the least stable. Sure, it is two.

***

one | Formula: C4H8O4
Source: OMol25
Level of theory: ωB97M-V/def2-TZVPD

## Properties
Kohn-Sham gap = 11.15 eV
E_LUMO = 0.6917 eV

```
! wB97M-V def2-TZVPD RIJCOSX def2/J DEFGRID3
* xyz 0 1
C 2.06 -0.18 0.19
C 3.54 -0.09 -0.30
C -2.04 0.11 -0.17
C -3.66 -0.04 0.11
H 0.71 1.26 0.47
H 4.20 -0.94 -0.82
H 3.46 1.17 -0.89
H 3.89 -0.01 0.76
H -0.38 -0.99 -0.25
H -4.16 0.83 0.21
H -4.19 -0.50 -0.76
H -3.63 -0.45 1.15
O 1.28 -1.16 0.59
O 1.59 1.06 0.01
O -1.31 1.08 0.13
O -1.37 -1.15 -0.42
*
```

***

two | Formula: C4H8O4
Source: OMol25
Level of theory: ωB97M-V/def2-TZVPD

## Properties
Kohn-Sham gap = 10.35 eV
E_LUMO = 0.6622 eV

```
! wB97M-V def2-TZVPD RIJCOSX def2/J DEFGRID3
* xyz 0 1
C -0.46 1.95 -0.95
C -0.50 0.69 -0.74
C -1.59 0.04 0.22
C 2.37 -0.87 -0.29
O -1.27 0.40 1.50
O -1.63 -1.32 0.21
O 2.14 -0.19 0.78
O 1.98 -2.23 -0.12
H 0.39 2.57 -1.24
H -1.29 2.60 -0.75
H -2.63 0.32 0.03
H 0.28 -0.04 -0.88
H -1.05 1.38 1.50
H -0.80 -1.80 0.07
H 1.81 -0.70 1.49
H 2.24 -2.79 -0.83
*
```

***

Tell me which of them is the least stable. Sure, it is two.

***

one | Formula: C4H8O4
Source: OMol25
Level of theory: ωB97M-V/def2-TZVPD

## Properties
SMILES = CC(=O)O.CC(=O)O
Kohn-Sham gap = 11.06 eV
E_LUMO = 0.7627 eV

```
! wB97M-V def2-TZVPD RIJCOSX def2/J DEFGRID3
* xyz 0 1
C -3.86 0.19 0.23
C -2.38 0.10 -0.10
O -1.59 1.06 -0.48
O -1.79 -1.16 0.04
H -4.13 1.19 0.35
H -4.19 -0.15 -0.79
H -4.04 -0.80 1.02
H -0.80 -1.13 -0.29
C 3.79 -0.15 -0.06
C 2.23 -0.05 0.00
O 1.40 -1.02 -0.17
O 1.94 1.21 0.28
H 3.95 -1.18 0.00
H 4.26 0.40 -0.94
H 4.32 0.26 0.75
H 0.90 1.25 0.15
*
```

***

two | Formula: C4H8O4
Source: OMol25
Level of theory: ωB97M-V/def2-TZVPD

## Properties
SMILES = COC=O.COC=O
Kohn-Sham gap = 11.40 eV
E_LUMO = 0.7193 eV

```
! wB97M-V def2-TZVPD RIJCOSX def2/J DEFGRID3
* xyz 0 1
C 4.18 0.43 0.44
O 2.95 -0.25 0.77
C 1.94 -0.51 -0.18
O 1.99 -0.27 -1.36
H 4.54 -0.03 -0.50
H 4.94 0.26 1.22
H 4.06 1.51 0.29
H 1.08 -0.99 0.33
C -2.30 -0.41 -0.43
O -3.55 0.27 -0.77
C -4.42 0.45 0.18
O -4.23 0.35 1.40
H -1.49 0.33 -0.58
H -2.15 -1.24 -1.14
H -2.24 -0.80 0.59
H -5.32 0.90 -0.27
*
```

***

Tell me which of them is the least stable. Sure, it is two.

***

one | Formula: C3H6BrN2S
Source: OMol25
Level of theory: ωB97M-V/def2-TZVPD

## Properties
Kohn-Sham gap (alpha / beta) = 7.22 / 7.22 eV
E_LUMO (alpha / beta) = -5.4439 / -5.4462 eV

```
! wB97M-V def2-TZVPD RIJCOSX def2/J DEFGRID3
* xyz 1 1
C -1.69 0.25 0.80
C -1.52 -1.16 0.14
C 1.07 -0.32 0.17
N -0.83 1.04 1.09
N 2.00 0.64 -0.52
S -0.08 -1.00 -0.91
Br 1.82 -1.17 1.72
H -2.77 0.44 0.87
H -1.40 -1.85 1.10
H -2.50 -1.25 -0.33
H 1.88 1.49 -0.06
H 1.79 0.65 -1.45
H 3.05 0.43 -0.30
*
```

***

two | Formula: C3H6BrN2S
Source: OMol25
Level of theory: ωB97M-V/def2-TZVPD

## Properties
Kohn-Sham gap = 8.87 eV
E_LUMO = -5.4252 eV

```
! wB97M-V def2-TZVPD RIJCOSX def2/J DEFGRID3
* xyz 1 1
C 0.92 -1.02 -1.06
C 1.30 -1.68 0.26
C 0.10 0.55 0.22
N 0.35 0.13 -1.00
N -0.28 1.75 0.43
S 0.69 -0.50 1.47
Br -2.90 0.21 0.30
H 0.94 -1.58 -1.90
H 0.70 -2.54 0.59
H 2.37 -1.57 0.24
H -3.29 1.62 -0.72
H -0.23 2.58 -0.15
H -0.67 2.03 1.32
*
```

***

Tell me which of them is the least stable. Sure, it is one.

***

one | Formula: CH4NO3
Source: OMol25
Level of theory: ωB97M-V/def2-TZVPD

## Properties
Kohn-Sham gap = 8.74 eV
E_LUMO = 4.4011 eV

```
! wB97M-V def2-TZVPD RIJCOSX def2/J DEFGRID3
* xyz -1 1
N 0.16 -0.30 -1.09
C 1.15 -0.55 0.06
O 0.85 0.02 1.13
O 1.89 -1.49 -0.26
H -0.83 -0.19 -0.79
H 0.45 -0.85 -1.88
H -1.62 1.03 0.28
H -0.60 0.96 1.37
O -1.44 1.37 1.17
*
```

***

two | Formula: CH4NO3
Source: OMol25
Level of theory: ωB97M-V/def2-TZVPD

## Properties
Kohn-Sham gap = 7.44 eV
E_LUMO = 4.5912 eV

```
! wB97M-V def2-TZVPD RIJCOSX def2/J DEFGRID3
* xyz -1 1
C -0.93 0.90 -0.46
N 0.76 -0.97 0.64
O 1.63 -1.41 -0.59
O -0.45 1.27 -1.50
O 0.56 0.38 0.83
H -1.34 1.57 0.36
H -1.43 -0.08 -0.20
H 1.45 -1.33 1.22
H 1.44 -0.87 -1.37
*
```

***

Tell me which of them is the least stable. Sure, it is two.